A molecular structure, C8H23BrMnNO4 in a non-equilibrium geometry. Source: the Open Molecules 2025 dataset; level of theory: the ωB97M-V functional and the def2-TZVPD basis.

Each line ends with the Löwdin spin population.
Cartesian coordinates (Å):
Mn -1.561 0.006 -0.359  4.740
Br 0.349 1.247 -1.462  0.058
C 0.920 -2.151 -0.812  0.005
O -0.042 -1.640 0.100  0.052
C -0.648 -2.729 0.830  0.003
C -1.738 -2.205 1.754  0.004
N -2.614 -1.338 0.958  0.031
C -3.538 -0.506 1.793  0.007
C -2.759 0.736 2.274  0.007
O -1.961 1.227 1.207  0.068
C -1.325 2.496 1.569  0.007
H 1.592 -1.374 -1.180  0.001
H 0.500 -2.604 -1.714  0.001
H 1.588 -2.840 -0.288  0.001
H 0.154 -3.235 1.372  0.000
H -1.004 -3.491 0.128  0.000
H -1.236 -1.648 2.542  0.000
H -2.255 -3.091 2.126  0.001
H -3.243 -1.939 0.422  0.006
H -3.933 -1.117 2.601  0.001
H -4.337 -0.095 1.178  0.001
H -2.182 0.571 3.188  0.001
H -3.517 1.443 2.630  0.001
H -0.619 2.761 0.792  0.001
H -0.820 2.374 2.525  0.001
H -2.138 3.216 1.646  0.001
C 2.759 1.739 -4.684  0.000
O 1.362 1.861 -4.558  0.001
H 3.282 2.202 -3.832  0.000
H 3.140 0.711 -4.672  0.000
H 3.120 2.258 -5.568  0.000
H 1.118 1.702 -3.637  0.001
C 3.700 0.824 0.509  0.000
O 3.695 0.951 -0.897  0.000
H 4.734 0.600 0.792  0.000
H 3.367 1.696 1.069  0.000
H 3.167 -0.081 0.830  0.000
H 2.924 1.462 -1.171  0.000

Energy relative to the best compared isomer or geometry (same formula, charge and spin) ... 0.0 kJ/mol
Spin multiplicity ... 6
Kohn-Sham gap (alpha / beta) ... 7.847 / 7.224 eV
Net charge ... +1
Strongest force on any atom ... 2.204 eV Å⁻¹